Entry 1:
Entry from the Open Molecules 2025 dataset: a 3-piece molecular cluster, C4H10OS2 overall at a distorted geometry (the ωB97M-V functional and the def2-TZVPD basis).

As for the highest occupied orbital energy: -0.2318 hartree. As for the spin multiplicity: 1. The HOMO-LUMO gap is 2.69 eV. As for the total charge: 0. As for the electronic energy: -1029.8290 Eh. Its energy relative to the best compared isomer or geometry (same formula, charge and spin) is 532.2 kJ/mol.

Atoms and positions in Å:
C  -1.92084  0.16138  1.85583
C  -2.11155  1.13318  2.80079
O  -4.72753  0.47159  0.35596
C  -2.55736  -1.06616  1.82342
S  1.20732  0.07685  -0.53254
S  2.95262  0.35525  -1.44792
C  3.35861  -1.20149  -2.24682
H  -3.02524  -1.46266  2.71863
H  -1.35925  0.44891  0.98038
H  -1.58872  2.07116  2.74485
H  -2.73646  0.86721  3.64106
H  -4.34346  0.83012  -0.44822
H  -3.98663  0.18707  0.91608
H  -2.07506  -1.82562  1.21799
H  3.70256  -1.91859  -1.51502
H  2.50168  -1.63302  -2.74646
H  4.12740  -0.96803  -2.97201

Cartesian forces, eV/Å:
C -0.5721 0.8415 -0.7544
C -0.0135 -0.7273 0.1942
O -0.1282 -0.0559 0.2330
C 2.0131 -0.9183 1.0796
S 0.2253 -0.0689 -0.1059
S -0.5377 0.1284 0.2997
C -0.2073 -0.0117 0.0594
H -0.5567 0.2662 -0.1343
H 0.4559 -0.1612 -0.1092
H -0.0691 0.1815 0.1181
H -0.0631 0.4243 0.2300
H 0.1371 -0.0315 0.0182
H -0.3077 0.1996 -0.4508
H -0.6371 0.0330 -0.5840
H 0.2658 -0.1231 0.1803
H -0.2668 0.1190 -0.1581
H 0.2620 -0.0956 -0.1155

Entry 2:
Entry from the Open Molecules 2025 dataset: a 13-piece molecular cluster, C54H117N3O16 overall at a distorted geometry (the ωB97M-V functional and the def2-TZVPD basis).

As for the highest occupied orbital energy: -0.2841 hartree. As for the spin multiplicity: 1. The HOMO-LUMO gap is 8.18 eV. As for the total charge: 0. As for the electronic energy: -3495.7649 Eh.

Atoms and positions in Å:
O  -12.69808  -22.28715  -13.50466
C  -11.61090  -21.74112  -13.62755
O  -11.40994  -20.51673  -14.14058
C  -12.56936  -19.80471  -14.64994
C  -12.89228  -20.29179  -16.13454
C  -10.32654  -22.27100  -13.11831
H  -12.24666  -18.71331  -14.62550
H  -13.39603  -19.83182  -13.94278
H  -13.56103  -19.63949  -16.62190
H  -13.24044  -21.31013  -16.10327
H  -11.96872  -20.18506  -16.73211
H  -9.53346  -21.61955  -13.25440
H  -10.22778  -23.23869  -13.63045
H  -10.39562  -22.59564  -12.07775
O  -11.68574  -14.97746  -20.76838
C  -11.35444  -13.97663  -21.34856
O  -12.06906  -13.36486  -22.31364
C  -13.40543  -13.84865  -22.40333
C  -13.49099  -15.17903  -23.09106
C  -10.03519  -13.29414  -21.20959
H  -13.73809  -13.09577  -23.11171
H  -13.87817  -13.86053  -21.45837
H  -13.17410  -16.04894  -22.50464
H  -12.96114  -15.04676  -24.07353
H  -14.53177  -15.41250  -23.36301
H  -9.25213  -14.05440  -21.33645
H  -9.96209  -12.89165  -20.13612
H  -9.97708  -12.44324  -21.85623
O  -16.24882  -14.44371  -16.91678
C  -15.62690  -15.33480  -17.41550
O  -15.16626  -16.36661  -16.70163
C  -15.47569  -16.30897  -15.27642
C  -14.99080  -17.58582  -14.68697
C  -15.14009  -15.44786  -18.82427
H  -16.53953  -16.19335  -15.09434
H  -14.81748  -15.53708  -14.85355
H  -15.34785  -18.42019  -15.27800
H  -15.39641  -17.66668  -13.68147
H  -13.90738  -17.62597  -14.63304
H  -14.03946  -15.29895  -18.84016
H  -15.57551  -14.72325  -19.46455
H  -15.30505  -16.42874  -19.34041
O  -11.21425  -18.98564  -18.88935
C  -10.14828  -18.48608  -19.18457
O  -9.04218  -18.75041  -18.47101
C  -9.25265  -19.44573  -17.24016
C  -7.99857  -19.37473  -16.38365
C  -9.92368  -17.40723  -20.20442
H  -9.62782  -20.45173  -17.41416
H  -9.95016  -18.93194  -16.62416
H  -8.06187  -20.17832  -15.66789
H  -7.80956  -18.49530  -15.80935
H  -7.11414  -19.63276  -16.89944
H  -10.71216  -17.36836  -20.98876
H  -8.96327  -17.63384  -20.70225
H  -9.88997  -16.43546  -19.68473
O  -14.53032  -19.39915  -11.57416
C  -13.48107  -19.66403  -11.08015
O  -13.09812  -20.86306  -10.64109
C  -14.12981  -21.84376  -10.69661
C  -13.59363  -23.18050  -10.27111
C  -12.33644  -18.72076  -10.95720
H  -14.52797  -21.78716  -11.70520
H  -14.89761  -21.47601  -10.01819
H  -13.28724  -23.21521  -9.21056
H  -12.73752  -23.54430  -10.83722
H  -14.35273  -23.88455  -10.47929
H  -12.27567  -18.16718  -11.88540
H  -11.39834  -19.13489  -10.62501
H  -12.62002  -17.92041  -10.23055
O  -11.39409  -16.50913  -13.58515
C  -11.23416  -15.35227  -13.99344
O  -11.38062  -15.01617  -15.29934
C  -11.46079  -16.19408  -16.22365
C  -11.46808  -15.68343  -17.61101
C  -10.83029  -14.25468  -13.12994
H  -12.38335  -16.69925  -15.97523
H  -10.52818  -16.73895  -16.08176
H  -10.48103  -15.39706  -17.87845
H  -12.16440  -14.80401  -17.73031
H  -11.82888  -16.46334  -18.22163
H  -10.93007  -14.50553  -12.04614
H  -11.48464  -13.41337  -13.27343
H  -9.80746  -14.06717  -13.44247
C  -14.97401  -16.18258  -9.75644
C  -13.92564  -15.41918  -10.54714
O  -12.96592  -14.97045  -10.05102
C  -14.15584  -15.37154  -12.03235
H  -15.36639  -17.05498  -10.22715
H  -15.82003  -15.53176  -9.57061
H  -14.60808  -16.47486  -8.73833
H  -13.47800  -14.65067  -12.45313
H  -15.23311  -15.08379  -12.19500
H  -14.00697  -16.34151  -12.49097
C  -8.84064  -10.34426  -18.01742
C  -9.71523  -11.19102  -17.14235
O  -10.88218  -10.83432  -16.87107
C  -9.17467  -12.48884  -16.58991
H  -9.43378  -9.50602  -18.42747
H  -8.43569  -10.97124  -18.79656
H  -7.99403  -9.93830  -17.32801
H  -8.34601  -12.18998  -15.96843
H  -8.74064  -12.98335  -17.49486
H  -9.88819  -13.07945  -16.06185
C  -8.04504  -16.81781  -13.07456
C  -7.37993  -15.50173  -12.67323
O  -7.25631  -14.67795  -13.54553
C  -6.94600  -15.33864  -11.26107
H  -9.05165  -16.55629  -13.36632
H  -8.19006  -17.65741  -12.36675
H  -7.53638  -17.11375  -14.03402
H  -5.93758  -15.79663  -11.17891
H  -7.60869  -15.88510  -10.54597
H  -6.80475  -14.29792  -11.00166
C  -5.71785  -16.19930  -18.49862
C  -6.78816  -15.20594  -18.09655
O  -7.34371  -14.44893  -18.93069
C  -7.32979  -15.41651  -16.66991
H  -6.01844  -16.57925  -19.45569
H  -5.59219  -17.00737  -17.72071
H  -4.72401  -15.77337  -18.61696
H  -7.68496  -16.48796  -16.54963
H  -8.13409  -14.78556  -16.30510
H  -6.45364  -15.32194  -15.97725
C  -11.88196  -8.51487  -20.29264
C  -12.58488  -9.76640  -19.73261
N  -13.94830  -9.61932  -19.47499
C  -14.48404  -10.46139  -18.53183
C  -14.44555  -11.99608  -18.85884
C  -14.71462  -9.51858  -20.79152
C  -16.11083  -9.00459  -20.56187
H  -12.02865  -8.36934  -21.36907
H  -10.83765  -8.58443  -20.10160
H  -12.30430  -7.56638  -19.81483
H  -12.40825  -10.65529  -20.43780
H  -12.12826  -9.96678  -18.73772
H  -13.97083  -10.35414  -17.57213
H  -15.52475  -10.19886  -18.27244
H  -13.45869  -12.37216  -18.66272
H  -15.11037  -12.62302  -18.23218
H  -14.87507  -12.16281  -19.90166
H  -14.59137  -10.49471  -21.28457
H  -14.21487  -8.82177  -21.43587
H  -16.80041  -9.60406  -19.95376
H  -16.59087  -8.83888  -21.53010
H  -16.09884  -8.03339  -20.13812
C  -16.48652  -21.42236  -19.04038
C  -16.31161  -19.88907  -18.98651
N  -15.69464  -19.32129  -20.17725
C  -14.38201  -19.90500  -20.46997
C  -13.45403  -18.96117  -21.25739
C  -16.60842  -19.16375  -21.34634
C  -17.27297  -17.74293  -21.28899
H  -16.63623  -21.64120  -20.08877
H  -17.27077  -21.87722  -18.41075
H  -15.61054  -21.93509  -18.72613
H  -17.32258  -19.46738  -18.87744
H  -15.79437  -19.61252  -18.04577
H  -14.59466  -20.84137  -21.00295
H  -13.95980  -20.28462  -19.49953
H  -12.47306  -19.45969  -21.31690
H  -13.31956  -17.93422  -20.78830
H  -13.98885  -18.79523  -22.25498
H  -16.07744  -19.20094  -22.31187
H  -17.38830  -19.93865  -21.35082
H  -16.51932  -17.06117  -21.53734
H  -18.04974  -17.69325  -21.99010
H  -17.54214  -17.56171  -20.25406
C  -10.61227  -10.47734  -13.29464
C  -12.08424  -10.55485  -13.63551
N  -12.80826  -11.63742  -12.97227
C  -12.82807  -11.51904  -11.48477
C  -13.14886  -10.09509  -10.92440
C  -14.20630  -11.74525  -13.51033
C  -14.17478  -12.21229  -14.97156
H  -10.05197  -11.30408  -13.79482
H  -10.41786  -10.65283  -12.21036
H  -10.18118  -9.52176  -13.66648
H  -12.52708  -9.53189  -13.44708
H  -12.12419  -10.63323  -14.74420
H  -13.57530  -12.19813  -11.06717
H  -11.89151  -11.85149  -11.11619
H  -13.23353  -10.22308  -9.86481
H  -12.48311  -9.33243  -11.26574
H  -14.13446  -9.80116  -11.25663
H  -14.81965  -10.89339  -13.35086
H  -14.71177  -12.56458  -12.98385
H  -15.18260  -12.50082  -15.26582
H  -13.50820  -13.07303  -15.09809
H  -13.82269  -11.47631  -15.67681

Cartesian forces, eV/Å:
O 1.2208 0.6567 -0.5121
C -1.4549 0.4245 0.9348
O -0.7022 -0.0012 -0.2560
C 0.4604 1.2533 -1.4416
C 1.9336 0.4747 2.0241
C -1.2884 -2.6244 0.3126
H -0.0809 -1.4410 -0.2832
H -0.1074 -0.6191 -0.1144
H -1.2110 0.7124 -0.3462
H -0.1744 -0.3225 -0.1587
H -0.3127 -0.3756 0.3463
H 1.5487 1.0532 -0.4078
H 0.5572 0.2882 -0.1446
H -0.2578 0.4300 0.0634
O -0.4678 0.2227 0.2797
C 0.8448 0.3166 -0.8207
O 0.4263 -0.6355 1.3910
C 0.2308 0.1746 -1.9856
C -0.2448 -0.5321 -1.3272
C 0.2319 0.0386 2.3502
H -1.1693 0.0427 0.3457
H -0.5356 0.3639 1.0387
H 0.4097 0.4312 -0.2263
H -0.1985 -0.6524 0.9244
H 0.0961 0.3394 0.1006
H -0.0293 0.5035 -0.0181
H -0.0124 -0.7163 -1.3936
H 0.3053 0.2125 -0.5306
O -0.5904 0.7091 -0.0854
C 0.6897 -0.5996 -0.2462
O -0.3111 -0.3602 0.7440
C 1.2795 -0.0166 -0.3908
C -0.1998 -0.5170 0.1815
C 0.8655 -1.0568 -0.8928
H 0.0264 0.5031 -0.1954
H -0.8841 0.4589 -0.0700
H -0.0863 -0.3467 -0.0129
H 0.0882 -0.2367 0.1514
H 0.0155 0.0625 0.0037
H -0.5908 -0.0275 0.0970
H -0.4664 0.9221 -0.3277
H 0.0161 0.4715 0.9630
O 0.3836 0.1663 -0.3941
C -1.1646 0.1984 0.6351
O 0.4123 0.2982 -0.0320
C 0.8939 0.2797 0.6008
C -0.2414 -1.4928 -0.1650
C 0.2630 -0.4379 -0.9400
H 0.2417 -0.0622 -0.0816
H -1.3471 0.4511 0.0154
H -0.2944 -0.3041 0.5654
H -0.3086 0.8857 0.0432
H 1.0661 -0.0489 -0.9989
H 0.4104 -0.1286 0.8612
H -0.2750 0.4482 0.2498
H 0.1304 -0.4434 -0.3405
O -1.5023 0.1995 -0.3117
C 2.3598 -0.1734 0.2544
O 0.0423 -0.1049 0.2419
C -0.0547 0.2761 0.0825
C 0.9288 0.2873 0.3328
C -0.6924 1.8532 0.6545
H -0.1132 -0.5650 -0.0911
H -0.3199 -0.3157 0.0651
H -0.4140 0.1104 -0.3769
H 0.0939 0.4450 -0.3028
H -0.9757 -0.9797 0.1777
H 0.4504 -0.0058 -0.3603
H 0.1252 -0.3295 -0.1642
H 0.1498 -0.6050 -0.2822
O 0.1358 1.2914 -0.8836
C -0.9736 -2.5816 -0.2347
O 0.3859 -0.9295 0.2775
C 0.1086 1.4395 1.1736
C -1.3098 1.7995 0.4316
C -0.0063 0.1255 1.2138
H 0.1257 -0.5448 0.1116
H -0.3856 -0.5698 0.4270
H 0.8118 0.4384 -0.5526
H 0.7307 -0.8192 0.1328
H -0.2929 -0.8716 -1.0396
H 0.3712 -0.1654 -0.9375
H -0.0302 0.7967 -0.3929
H 0.2692 0.6040 0.3008
C 0.4247 0.3644 1.7500
C -2.6013 -2.4359 -1.4526
O 2.8785 1.6206 1.6606
C -1.4777 0.5941 0.1902
H -0.0818 -0.6385 -0.7288
H -0.2910 0.3162 -0.0741
H -0.0246 0.3283 -0.9190
H 0.1283 0.3485 -0.3803
H 0.9922 -0.1829 -0.1248
H 0.0920 -0.2665 0.0825
C 0.6717 0.9647 1.4441
C -3.3514 0.3559 1.1400
O 2.2945 -0.5632 -0.6132
C 0.9120 1.0759 -2.0370
H 0.4321 -0.4548 0.2460
H 0.4532 0.0035 -0.3078
H -1.2240 -0.6376 -1.4115
H 0.5141 -0.2452 0.4482
H -0.2351 -0.1567 0.8797
H -0.5829 -0.2818 0.2334
C 0.3487 -0.3498 -0.8441
C -0.7427 -1.2631 -0.1711
O 0.3103 0.6361 0.1611
C 0.5081 -0.5009 0.7770
H -0.3955 0.1219 -0.1483
H 0.6922 0.5906 -0.1930
H -0.4457 -0.0897 1.0389
H -0.4805 0.0131 -0.0322
H 0.4694 0.5684 -0.6067
H -0.2228 0.2316 0.0975
C 0.3571 -0.2795 1.1782
C -2.5775 0.7988 -1.1521
O 1.7355 -1.7010 2.2310
C 0.9576 -0.8999 0.2904
H -0.0541 -0.4745 -0.4351
H -0.3800 0.7271 -0.9528
H -0.0297 0.4131 -0.0445
H 0.5095 1.0919 -0.4309
H 0.1558 0.2646 -0.3786
H -0.7626 -0.0524 -0.3645
C -1.8023 1.0348 0.0941
C 2.0407 -0.6853 0.1307
N -1.3657 2.7492 -3.2320
C -1.7185 -2.6819 2.2368
C -1.7373 0.2140 -0.6057
C 0.6765 -0.7209 2.2350
C -0.9289 -0.6803 -0.9776
H 0.0818 -0.2020 0.1030
H 0.9178 0.0709 0.1059
H 0.6269 -1.3061 -0.3403
H 0.2229 0.7498 0.7483
H 0.0609 -0.2319 -0.7413
H 0.2728 0.2375 -0.0985
H 0.2942 0.0774 -0.3890
H 0.6567 -0.3386 -0.6199
H 0.1807 0.7318 0.0616
H 1.1028 0.0140 1.0264
H -0.6326 0.0035 -0.1335
H 0.4628 0.4724 -0.0936
H 0.4312 -0.1601 -0.2050
H -0.1192 -0.2795 -0.0689
H 0.3445 0.9628 0.7054
C -0.3500 0.3228 -0.0027
C -1.0499 -0.2847 0.5928
N 0.1871 0.6131 -0.1691
C -0.4638 -0.3154 0.8729
C -0.9948 0.4060 -0.1977
C -0.0412 0.8932 0.7292
C 1.0959 -2.3989 1.2192
H -0.3651 -0.5697 -0.2030
H -0.0549 0.6401 -0.3890
H 1.0843 -0.3718 0.1080
H 0.2554 0.1568 -0.1511
H 0.1240 0.1184 -0.6631
H 0.6264 -0.0283 -0.5241
H -0.0399 0.8276 -0.7486
H -0.3440 0.4057 -0.4994
H -0.2444 -1.3825 -0.2571
H 1.2788 -0.2085 1.0011
H 0.0801 -0.3800 0.5436
H 0.1292 -0.0089 -0.0491
H 1.0995 1.2588 -0.4166
H -1.4146 0.2878 -0.7424
H -0.5591 0.1752 -0.0240
C 1.0200 -0.8613 0.2124
C -0.2288 1.2222 -0.7178
N -1.3595 0.2714 0.2708
C -0.7735 1.3125 -0.8642
C -0.6580 -1.6611 -0.8135
C 1.6408 -1.9608 -0.4079
C -0.2302 0.0008 0.2243
H -0.3954 0.5364 0.1889
H -0.0728 0.6303 -0.6553
H -0.2430 -0.5842 0.5054
H 0.0444 -0.8154 0.1190
H -0.2439 -0.3813 0.7474
H 0.0435 -0.1189 -0.3171
H 1.0342 -0.2886 0.4367
H 0.3566 0.4248 0.7679
H 0.7111 0.3813 0.2450
H -0.4087 0.1099 -0.1986
H -0.4106 1.2712 -0.0081
H 0.2518 0.1372 0.2818
H -0.0343 -0.0888 -0.1582
H -0.1343 -0.0076 0.2216
H 0.0474 0.4266 -0.1291